Record 1
C16H7F6N4O10PtS4 | ωB97M-V/def2-TZVPD

Geometry as XYZ:
```
48
Properties=species:S:1:pos:R:3:nbo_charge:R:1
Pt -0.826 0.529 0.478 0.775
F -1.547 -3.550 -2.780 -0.310
C -1.460 -3.023 -1.559 0.712
F -0.174 -2.805 -1.284 -0.312
F -1.940 -3.906 -0.680 -0.316
S -2.415 -1.448 -1.507 2.273
O -1.650 -0.569 -2.331 -0.925
O -3.746 -1.799 -1.873 -0.895
N -2.257 -1.036 0.063 -1.253
S -3.586 -1.052 1.038 2.254
O -4.482 -2.114 0.712 -0.905
O -4.060 0.261 1.309 -0.885
C -2.847 -1.625 2.637 0.720
F -2.324 -2.845 2.512 -0.317
F -3.850 -1.692 3.515 -0.313
F -1.919 -0.808 3.127 -0.310
S 0.795 1.997 1.235 -0.050
C 1.374 0.513 1.874 -0.096
N 0.632 -0.507 1.509 -0.533
C 1.088 -1.709 2.031 0.201
C 0.562 -2.978 1.815 -0.229
C 1.176 -4.060 2.413 -0.194
C 2.308 -3.900 3.216 -0.223
C 2.847 -2.645 3.429 -0.214
C 2.229 -1.555 2.830 -0.242
S 2.704 0.123 2.902 0.421
H -0.310 -3.099 1.197 0.241
H 0.772 -5.051 2.253 0.216
H 2.771 -4.765 3.673 0.212
H 3.728 -2.513 4.043 0.218
O -2.653 3.516 -1.688 -0.625
C -1.828 2.734 -1.255 0.767
O -2.096 1.803 -0.400 -0.706
C -0.389 2.925 -1.709 -0.138
C 0.095 4.226 -1.725 -0.131
C 1.404 4.459 -2.105 0.000
C 2.254 3.449 -2.509 -0.169
C 1.731 2.172 -2.511 -0.005
C 0.436 1.885 -2.117 -0.088
N 2.609 1.061 -2.927 0.533
O 2.177 -0.068 -2.828 -0.360
O 3.698 1.346 -3.392 -0.392
N 1.923 5.839 -2.086 0.536
O 3.074 6.014 -2.437 -0.387
O 1.172 6.720 -1.723 -0.373
H -0.552 5.044 -1.442 0.268
H 3.271 3.646 -2.806 0.275
H 0.082 0.864 -2.138 0.276
```

Calculated values
HOMO-LUMO gap	7.58	eV
energy relative to the best compared isomer or geometry (same formula, charge and spin)	0.0	kJ/mol
E	-106032.18619	eV
total charge	-1
E_HOMO	-6.2	eV

---

Record 2
C76H190O38 | ωB97M-V/def2-TZVPD

Geometry as XYZ:
```
304
Properties=species:S:1:pos:R:3:lowdin_charge:R:1
C -7.053 0.605 -3.918 -0.110
O -7.611 0.656 -2.627 -0.172
C -6.822 -0.021 -1.672 -0.207
C -7.389 0.436 -0.359 -0.251
O -6.998 1.736 -0.194 -0.184
C -7.988 2.459 0.537 -0.055
H -7.706 1.208 -4.576 0.095
H -6.930 -0.444 -4.250 0.080
H -6.057 1.112 -3.971 0.087
H -5.775 0.183 -1.686 0.096
H -6.915 -1.111 -1.839 0.127
H -7.032 -0.209 0.433 0.117
H -8.462 0.240 -0.435 0.130
H -7.982 2.249 1.599 0.073
H -8.934 2.116 0.071 0.099
H -7.801 3.501 0.319 0.092
C -0.264 -0.675 4.252 -0.086
O -0.288 -1.724 5.257 -0.191
C -1.420 -2.608 5.149 -0.185
C -1.055 -3.854 4.350 -0.158
O -1.611 -3.707 3.013 -0.202
C -1.136 -4.734 2.171 -0.114
H 0.467 0.071 4.619 0.070
H -1.280 -0.277 4.108 0.058
H 0.043 -0.928 3.195 0.098
H -2.236 -2.026 4.745 0.096
H -1.692 -2.934 6.177 0.122
H -1.458 -4.755 4.890 0.128
H 0.047 -3.902 4.192 0.130
H -1.462 -4.519 1.155 0.062
H -1.515 -5.716 2.480 0.092
H -0.047 -4.791 2.271 0.085
C -2.726 -0.596 -3.766 -0.075
O -2.869 -1.675 -4.695 -0.188
C -3.887 -1.427 -5.574 -0.250
C -4.018 -2.435 -6.703 -0.206
O -2.984 -2.299 -7.637 -0.181
C -1.959 -3.277 -7.574 -0.082
H -3.747 -0.539 -3.296 0.083
H -2.551 0.398 -4.198 0.083
H -2.015 -0.911 -3.008 0.064
H -3.780 -0.420 -6.056 0.132
H -4.898 -1.363 -5.095 0.116
H -4.991 -2.299 -7.186 0.128
H -4.063 -3.473 -6.298 0.130
H -1.254 -3.087 -8.373 0.089
H -2.432 -4.246 -7.555 0.082
H -1.426 -3.177 -6.644 0.060
C -2.035 2.981 -5.474 -0.080
O -2.727 1.975 -6.212 -0.242
C -2.417 1.914 -7.608 -0.170
C -3.373 2.834 -8.425 -0.191
O -4.754 2.568 -8.217 -0.190
C -5.287 3.259 -7.112 -0.108
H -2.156 3.946 -5.936 0.087
H -0.931 2.774 -5.397 0.075
H -2.445 2.942 -4.451 0.088
H -2.453 0.888 -8.002 0.121
H -1.345 2.165 -7.758 0.107
H -3.093 2.587 -9.458 0.122
H -3.217 3.903 -8.262 0.112
H -5.118 4.370 -7.209 0.105
H -4.934 2.755 -6.225 0.068
H -6.391 3.096 -7.252 0.101
C 2.523 -3.695 -0.688 -0.086
O 1.415 -4.358 -0.076 -0.197
C 0.873 -5.451 -0.801 -0.223
C -0.217 -5.084 -1.707 -0.273
O 0.190 -4.319 -2.795 -0.172
C -0.921 -3.727 -3.519 -0.056
H 3.365 -4.366 -0.902 0.080
H 2.865 -3.026 0.121 0.069
H 2.257 -3.194 -1.621 0.082
H 0.507 -6.218 -0.094 0.124
H 1.724 -5.957 -1.365 0.150
H -0.983 -4.509 -1.116 0.118
H -0.717 -6.055 -2.043 0.148
H -0.494 -3.141 -4.318 0.069
H -1.517 -3.102 -2.886 0.057
H -1.526 -4.516 -3.975 0.097
C 5.760 -2.843 -2.425 -0.097
O 5.199 -1.681 -1.830 -0.180
C 5.513 -0.493 -2.525 -0.186
C 4.770 0.690 -1.975 -0.208
O 5.586 1.242 -0.966 -0.184
C 4.678 2.027 -0.111 -0.067
H 5.278 -3.142 -3.365 0.087
H 5.734 -3.649 -1.697 0.071
H 6.784 -2.756 -2.755 0.082
H 5.277 -0.658 -3.605 0.110
H 6.575 -0.272 -2.470 0.123
H 3.772 0.421 -1.598 0.096
H 4.566 1.438 -2.729 0.123
H 5.215 2.629 0.599 0.073
H 3.993 1.317 0.380 0.049
H 4.140 2.770 -0.749 0.099
C -5.072 4.042 1.471 -0.090
O -5.776 3.670 2.617 -0.150
C -5.457 2.387 3.016 -0.245
C -6.115 2.137 4.297 -0.200
O -7.512 2.024 4.035 -0.195
C -8.177 1.954 5.325 -0.086
H -4.023 4.046 1.687 0.067
H -5.402 5.058 1.256 0.107
H -5.178 3.419 0.602 0.057
H -4.385 2.331 3.194 0.100
H -5.716 1.672 2.270 0.115
H -5.890 3.001 4.954 0.140
H -5.843 1.188 4.732 0.109
H -7.823 2.762 5.961 0.083
H -8.009 1.006 5.887 0.080
H -9.262 2.016 5.198 0.088
C -2.925 0.125 1.901 -0.129
O -1.819 0.207 1.093 -0.179
C -1.672 -0.936 0.270 -0.190
C -0.291 -1.035 -0.262 -0.203
O -0.082 -0.081 -1.266 -0.180
C 1.284 0.033 -1.592 -0.091
H -2.955 1.005 2.615 0.082
H -2.838 -0.785 2.471 0.071
H -3.896 0.093 1.348 0.103
H -2.303 -0.848 -0.588 0.109
H -1.862 -1.871 0.814 0.127
H -0.087 -2.067 -0.614 0.136
H 0.284 -0.828 0.654 0.113
H 1.445 0.833 -2.353 0.089
H 1.760 -0.855 -1.965 0.077
H 1.854 0.212 -0.664 0.080
C 11.144 -0.845 -0.358 -0.103
O 10.564 0.130 -1.229 -0.161
C 10.028 1.204 -0.508 -0.233
C 8.712 0.893 0.090 -0.256
O 8.881 0.215 1.282 -0.175
C 7.694 -0.465 1.709 -0.068
H 10.414 -1.443 0.202 0.083
H 11.828 -0.488 0.415 0.087
H 11.749 -1.500 -0.990 0.085
H 9.847 2.072 -1.166 0.131
H 10.779 1.595 0.181 0.129
H 8.164 0.245 -0.620 0.123
H 8.073 1.789 0.159 0.127
H 7.351 -1.156 0.960 0.075
H 6.877 0.253 1.904 0.093
H 7.933 -1.002 2.623 0.085
C 1.072 3.947 -7.350 -0.105
O 2.111 4.407 -6.522 -0.178
C 3.188 3.521 -6.395 -0.235
C 4.329 4.292 -5.779 -0.197
O 4.824 5.397 -6.452 -0.168
C 4.962 5.318 -7.853 -0.094
H 0.407 3.194 -6.914 0.044
H 1.429 3.590 -8.316 0.088
H 0.459 4.846 -7.577 0.106
H 3.440 3.138 -7.387 0.108
H 2.914 2.603 -5.862 0.109
H 5.159 3.604 -5.737 0.091
H 4.035 4.612 -4.778 0.135
H 5.743 4.569 -8.050 0.087
H 5.266 6.319 -8.256 0.108
H 4.053 4.951 -8.327 0.073
C 4.960 -5.833 0.899 -0.086
O 5.685 -4.645 0.567 -0.198
C 5.334 -3.527 1.347 -0.211
C 6.120 -3.547 2.664 -0.183
O 5.341 -4.361 3.554 -0.198
C 6.078 -4.684 4.705 -0.136
H 3.900 -5.634 1.093 0.089
H 5.343 -6.375 1.732 0.068
H 5.156 -6.472 0.029 0.096
H 4.241 -3.557 1.645 0.126
H 5.549 -2.657 0.734 0.102
H 6.206 -2.522 3.000 0.087
H 7.092 -4.063 2.493 0.145
H 6.881 -5.453 4.595 0.097
H 5.426 -5.159 5.416 0.080
H 6.541 -3.780 5.159 0.086
C 0.959 -0.176 -5.403 -0.110
O 2.338 -0.022 -5.208 -0.185
C 3.034 -0.168 -6.489 -0.174
C 4.508 -0.317 -6.273 -0.217
O 4.970 0.933 -5.796 -0.214
C 6.303 1.182 -6.212 -0.102
H 0.429 -0.014 -4.458 0.083
H 0.677 -1.165 -5.701 0.075
H 0.667 0.573 -6.118 0.078
H 2.874 0.669 -7.182 0.122
H 2.645 -1.091 -6.942 0.128
H 4.972 -0.561 -7.221 0.120
H 4.740 -1.152 -5.587 0.122
H 6.622 2.142 -5.768 0.083
H 6.328 1.247 -7.342 0.107
H 6.989 0.386 -5.853 0.096
C -3.806 2.283 -1.386 -0.038
O -3.008 3.473 -1.708 -0.153
C -1.789 3.563 -1.101 -0.264
C -0.637 2.915 -1.760 -0.189
O -0.183 3.694 -2.871 -0.173
C 1.148 3.499 -3.322 -0.093
H -4.865 2.505 -1.489 0.075
H -3.582 2.094 -0.314 0.077
H -3.528 1.365 -1.963 0.076
H -1.807 3.157 -0.074 0.102
H -1.546 4.616 -1.001 0.136
H -0.833 1.861 -1.966 0.120
H 0.109 2.968 -0.991 0.092
H 1.346 4.368 -3.964 0.092
H 1.237 2.589 -3.915 0.066
H 1.895 3.470 -2.516 0.085
C -3.723 5.487 4.780 -0.099
O -3.328 4.144 4.784 -0.207
C -2.397 3.902 5.767 -0.213
C -2.275 2.381 5.812 -0.204
O -3.339 1.805 6.498 -0.141
C -3.354 0.473 6.288 -0.164
H -2.834 6.112 4.560 0.091
H -4.275 5.779 5.683 0.100
H -4.358 5.633 3.893 0.087
H -2.715 4.185 6.795 0.143
H -1.427 4.343 5.515 0.128
H -1.372 2.029 6.274 0.126
H -2.213 2.119 4.739 0.111
H -2.394 -0.041 6.539 0.101
H -3.564 0.226 5.228 0.084
H -4.096 0.053 6.952 0.091
C -7.216 -1.191 3.950 -0.076
O -5.925 -1.478 3.434 -0.186
C -5.527 -2.748 3.729 -0.255
C -5.169 -2.939 5.193 -0.175
O -4.215 -4.014 5.311 -0.204
C -4.081 -4.525 6.622 -0.127
H -7.576 -0.332 3.433 0.072
H -7.168 -0.907 5.007 0.081
H -7.857 -2.070 3.841 0.101
H -4.622 -2.964 3.125 0.123
H -6.311 -3.442 3.426 0.125
H -6.081 -3.138 5.786 0.128
H -4.725 -2.021 5.603 0.114
H -3.484 -5.464 6.506 0.097
H -5.069 -4.877 7.008 0.094
H -3.614 -3.889 7.381 0.082
C 3.566 -0.729 1.743 -0.021
O 4.248 -1.152 3.006 -0.191
C 3.299 -1.366 3.991 -0.249
C 3.885 -1.741 5.317 -0.178
O 4.404 -0.629 6.032 -0.189
C 5.726 -0.280 5.657 -0.083
H 3.051 0.228 1.877 0.070
H 2.840 -1.507 1.557 0.064
H 4.264 -0.688 0.936 0.070
H 2.549 -2.141 3.650 0.140
H 2.720 -0.443 4.192 0.111
H 4.684 -2.493 5.171 0.098
H 3.070 -2.237 5.923 0.149
H 6.158 0.489 6.334 0.106
H 5.763 0.053 4.637 0.062
H 6.299 -1.223 5.680 0.083
C 2.448 3.756 1.449 -0.061
O 2.166 2.344 1.500 -0.212
C 0.791 1.974 1.642 -0.162
C 0.077 2.329 2.917 -0.229
O -0.125 3.663 3.210 -0.160
C -1.149 4.220 2.435 -0.094
H 3.509 3.776 1.572 0.065
H 1.989 4.379 2.190 0.080
H 2.122 4.188 0.529 0.079
H 0.662 0.901 1.493 0.095
H 0.300 2.497 0.783 0.111
H 0.558 1.888 3.790 0.113
H -0.878 1.801 2.805 0.092
H -1.551 5.124 2.925 0.094
H -1.954 3.475 2.381 0.074
H -0.921 4.475 1.388 0.081
C 5.377 3.153 4.286 -0.160
O 4.742 2.968 5.463 -0.164
C 3.379 2.622 5.375 -0.187
C 2.909 2.031 6.683 -0.182
O 2.185 3.055 7.380 -0.175
C 1.880 2.674 8.673 -0.150
H 6.440 3.234 4.481 0.091
H 5.182 4.146 3.867 0.089
H 5.196 2.416 3.512 0.077
H 3.256 1.877 4.573 0.109
H 2.725 3.501 5.154 0.144
H 3.789 1.710 7.263 0.132
H 2.263 1.199 6.439 0.111
H 1.415 1.686 8.808 0.090
H 1.222 3.357 9.173 0.075
H 2.803 2.654 9.273 0.091
C -4.934 -3.608 -2.404 -0.068
O -5.703 -3.253 -1.247 -0.187
C -4.919 -3.172 -0.072 -0.181
C -4.582 -4.559 0.431 -0.172
O -3.288 -4.920 -0.092 -0.229
C -3.125 -6.308 0.052 -0.137
H -5.655 -3.435 -3.196 0.087
H -4.718 -4.664 -2.418 0.081
H -4.033 -2.989 -2.559 0.084
H -5.496 -2.612 0.680 0.119
H -3.974 -2.597 -0.139 0.117
H -5.265 -5.329 0.185 0.115
H -4.536 -4.674 1.502 0.109
H -3.431 -6.602 1.056 0.087
H -2.063 -6.578 -0.026 0.071
H -3.599 -6.965 -0.721 0.107
```

Calculated values
HOMO-LUMO gap	9.65	eV
energy relative to the best compared isomer or geometry (same formula, charge and spin)	71.4	kJ/mol
E	-159672.88652	eV
total charge	0
E_HOMO	-9.2	eV

---

Record 3
C4H8N2O2 | ωB97M-V/def2-TZVPD

Geometry as XYZ:
```
16
Properties=species:S:1:pos:R:3:nbo_charge:R:1
C 1.617 2.248 -0.380 0.018
C 0.135 -1.243 0.431 0.604
C -0.884 -1.868 1.372 -0.713
C 1.094 0.437 -1.834 0.049
N 1.586 1.585 -1.438 -0.380
N -0.326 -0.318 -0.396 -0.307
O 1.328 -1.511 0.456 -0.684
O -1.673 -0.028 -0.570 -0.567
H 2.212 3.150 -0.351 0.184
H 1.070 1.956 0.514 0.182
H -1.083 -1.183 2.195 0.220
H -0.473 -2.790 1.772 0.232
H -1.813 -2.060 0.839 0.229
H 1.708 -0.439 -1.667 0.259
H 0.441 0.444 -2.693 0.217
H -1.881 0.751 -0.031 0.456
```

Calculated values
HOMO-LUMO gap	8.80	eV
energy relative to the best compared isomer or geometry (same formula, charge and spin)	516.1	kJ/mol
E	-11348.76398	eV
total charge	0
E_HOMO	-8.6	eV

---

Record 4
AlBH4 | ωB97M-V/def2-TZVPD

Geometry as XYZ:
```
6
Properties=species:S:1:pos:R:3:nbo_charge:R:1
Al 2.274 2.983 1.561 1.137
B -0.449 -0.596 -0.349 -0.235
H 0.527 -0.907 -0.688 0.306
H -0.447 -0.611 0.730 0.065
H -0.702 0.427 -0.583 0.101
H -1.202 -1.297 -0.672 0.626
```

Calculated values
HOMO-LUMO gap	3.08	eV
energy relative to the best compared isomer or geometry (same formula, charge and spin)	372.7	kJ/mol
E	-7305.92394	eV
total charge	+2
E_HOMO	-21.3	eV

---

Record 5
C27H40BF24LiO6 | ωB97M-V/def2-TZVPD

Geometry as XYZ:
```
99
Properties=species:S:1:pos:R:3:lowdin_charge:R:1
Li -0.268 -0.808 -1.584 0.567
B -0.132 -0.849 0.399 -0.456
H 0.162 0.133 0.061 -0.053
H -1.164 -0.997 0.121 -0.042
H 0.433 -1.634 -0.080 -0.063
H -0.038 -1.031 1.458 -0.043
C 1.733 3.563 2.265 -0.026
C 1.901 2.071 2.151 -0.433
C 2.610 1.537 0.883 -0.299
F 2.041 1.954 -0.240 0.106
F 3.932 1.886 0.809 0.095
F 2.698 1.702 3.230 0.096
F 0.724 1.509 2.389 0.129
O 2.984 4.293 2.504 0.034
C 3.238 5.326 1.587 -0.575
C 4.595 5.880 1.980 -0.349
F 5.540 5.022 2.252 0.145
F 5.098 6.832 1.171 0.104
F 3.257 4.835 0.376 0.190
F 2.321 6.297 1.668 0.167
H 1.061 3.756 3.101 0.151
H 1.196 3.980 1.414 0.133
H 2.471 0.456 0.908 0.155
H 4.494 6.393 2.936 0.170
C 1.230 -3.392 2.543 -0.060
C 1.820 -3.142 3.919 -0.437
C 1.209 -1.839 4.520 -0.306
F -0.135 -1.866 4.636 0.083
F 1.641 -1.487 5.734 0.117
F 1.532 -4.221 4.655 0.142
F 3.170 -3.001 3.846 0.126
O 1.609 -4.632 1.926 0.028
C 0.877 -5.194 0.845 -0.505
C -0.551 -5.623 1.276 -0.335
F -1.167 -6.340 0.307 0.093
F -0.629 -6.222 2.428 0.159
F 0.824 -4.344 -0.181 0.153
F 1.672 -6.212 0.483 0.160
H 1.522 -2.542 1.927 0.121
H 0.141 -3.437 2.588 0.136
H 1.307 -0.985 3.849 0.157
H -1.135 -4.712 1.405 0.162
C -2.195 1.884 1.619 -0.061
C -3.096 0.967 2.440 -0.526
C -2.305 0.196 3.482 -0.326
F -1.375 0.866 4.189 0.098
F -3.025 -0.430 4.415 0.116
F -4.004 1.722 3.002 0.165
F -3.717 0.192 1.590 0.172
O -2.869 2.707 0.660 0.005
C -2.765 4.126 0.862 -0.442
C -3.635 4.984 -0.215 -0.295
F -4.900 4.542 -0.233 0.106
F -3.628 6.293 0.030 0.111
F -3.211 4.403 2.103 0.150
F -1.458 4.483 0.788 0.125
H -1.517 1.226 1.075 0.104
H -1.534 2.484 2.244 0.130
H -1.755 -0.568 2.933 0.145
H -3.278 4.914 -1.243 0.148
C 3.534 -0.466 -3.234 -0.162
C 3.749 -1.771 -2.544 -0.173
C 2.495 -1.919 -1.709 -0.223
O 1.532 -1.121 -2.309 -0.207
C 2.047 -0.546 -3.514 -0.165
H 4.110 -0.462 -4.159 0.118
H 3.873 0.388 -2.646 0.122
H 4.674 -1.795 -1.967 0.123
H 3.858 -2.593 -3.252 0.118
H 2.726 -1.417 -0.770 0.121
H 2.335 -2.990 -1.589 0.120
H 1.644 0.456 -3.663 0.116
H 1.802 -1.095 -4.422 0.131
C -2.991 -3.608 -1.689 -0.140
C -2.038 -4.468 -2.452 -0.166
C -1.015 -3.549 -3.081 -0.145
O -1.445 -2.211 -2.692 -0.239
C -2.827 -2.189 -2.256 -0.156
H -2.638 -3.567 -0.659 0.111
H -4.026 -3.948 -1.733 0.121
H -2.502 -4.994 -3.287 0.116
H -1.575 -5.188 -1.776 0.096
H -1.012 -3.660 -4.165 0.119
H -0.002 -3.697 -2.708 0.109
H -3.306 -1.932 -3.200 0.117
H -2.993 -1.411 -1.511 0.116
C -2.931 1.499 -3.592 -0.176
C -2.339 2.582 -2.703 -0.121
C -0.919 1.996 -2.293 -0.128
O -0.880 0.686 -2.900 -0.225
C -1.774 0.695 -4.078 -0.154
H -3.500 1.933 -4.413 0.119
H -3.653 0.867 -3.076 0.114
H -2.900 2.737 -1.782 0.078
H -2.238 3.561 -3.172 0.109
H -0.905 1.866 -1.211 0.099
H -0.052 2.526 -2.687 0.123
H -2.148 -0.288 -4.366 0.112
H -1.325 1.188 -4.941 0.128
```

Calculated values
HOMO-LUMO gap	10.41	eV
E	-107031.09778	eV
total charge	0
E_HOMO	-10.4	eV

---

Record 6
C2H7NOSi | ωB97M-V/def2-TZVPD

Geometry as XYZ:
```
12
Properties=species:S:1:pos:R:3:nbo_charge:R:1
C 0.594 -1.424 0.627 -0.441
N 0.205 -0.233 -0.095 -0.730
Si -1.622 0.746 -0.198 1.026
C 1.127 0.684 -0.544 0.518
O 2.353 0.647 -0.458 -0.623
H 0.590 -2.215 -0.157 0.203
H 1.718 -1.222 0.924 0.235
H -0.064 -1.612 1.501 0.205
H -2.296 -0.243 0.451 -0.178
H -1.524 1.328 -1.616 -0.125
H -1.699 1.973 0.574 -0.182
H 0.617 1.571 -1.010 0.093
```

Calculated values
HOMO-LUMO gap	9.49	eV
energy relative to the best compared isomer or geometry (same formula, charge and spin)	224.1	kJ/mol
E	-13601.13371	eV
total charge	0
E_HOMO	-9.3	eV
structure (SMILES)	CN([SiH3])C=O